# 1
Computed, not measured: a cluster of 3 separate species, C3H8N2O2 in total, with ωB97M-V with the def2-TZVPD basis set.

Element x y z (Å)
C 0.17967 0.31984 -1.79916
C -0.30255 1.20290 -0.87026
N 0.40837 1.17298 0.31453
C 1.48365 0.41522 -0.04763
N 1.38412 -0.16292 -1.22299
H 0.14996 0.39191 -2.89529
H -1.00923 2.00518 -1.19771
H 0.11296 1.45012 1.30770
H 2.19348 0.29583 0.72608
O -1.49978 -0.34138 2.38739
H -2.35483 -0.69105 2.55663
H -1.29691 -0.66989 1.51524
O -0.77857 -1.91177 0.18346
H -0.32739 -1.09114 -0.33933
H 0.04669 -2.36398 0.42143

LUMO	0.79	eV
largest force on an atom	3.85	eV Å⁻¹
electronic energy	-10314.821	eV
ΔE to the lowest compared entry with this formula, charge and spin	205.6	kJ/mol
SMILES string	c1c[nH]cn1.O.O

# 2
Computed, not measured: the ion C3H6NO2 with charge -1, with ωB97M-V with the def2-TZVPD basis set.

Element x y z (Å)
C 0.60557 1.25308 0.12073
C -0.15155 -0.04437 0.18427
C 0.65064 -1.32705 0.01783
N -1.42746 -0.00438 -0.02015
O -2.14601 -1.07791 -0.14137
O -2.01112 1.14692 0.11068
H 0.87623 1.09106 -0.95303
H -0.05610 2.10760 0.21671
H 1.50854 1.52770 0.69255
H 1.66901 -1.13185 0.41637
H 0.58464 -1.52791 -1.06564
H -0.10238 -2.01290 0.42105

LUMO	4.26	eV
largest force on an atom	2.60	eV Å⁻¹
electronic energy	-8790.434	eV
net charge	-1
ΔE to the lowest compared entry with this formula, charge and spin	461.5	kJ/mol
SMILES string	CC(C)=[N+]([O-])[O-]